1.
62
Properties=species:S:1:pos:R:3 method="wB97M-V/def2-TZVPD" homo_energy_ev=-2.574 homo_lumo_gap_ev=2.96 total_charge=-1
C 3.58 3.62 -1.59
C 3.82 2.13 -1.72
C 3.49 1.71 -3.14
C 5.30 1.92 -1.50
O 3.08 1.31 -0.72
C 1.78 1.60 -0.44
C 0.96 0.45 0.07
N -0.30 0.58 -0.09
C -1.37 0.42 -0.84
C -2.34 1.54 -0.93
C -3.73 1.34 -1.00
C -4.56 2.39 -1.42
C -4.01 3.64 -1.75
C -2.64 3.87 -1.55
C -1.83 2.84 -1.06
C -1.42 -0.75 -1.72
C -2.43 -1.00 -2.67
C -2.17 -1.85 -3.75
C -0.90 -2.45 -3.91
C 0.06 -2.32 -2.89
C -0.26 -1.55 -1.77
O 1.27 2.70 -0.61
H 3.60 3.95 -0.55
H 4.40 4.14 -2.11
H 2.65 3.92 -2.09
H 3.86 0.70 -3.36
H 2.41 1.76 -3.34
H 3.97 2.43 -3.82
H 5.63 0.92 -1.83
H 5.86 2.66 -2.10
H 5.59 2.06 -0.45
H 1.52 -0.37 0.54
H -4.15 0.37 -0.74
H -5.64 2.24 -1.50
H -4.64 4.42 -2.18
H -2.21 4.85 -1.79
H -0.78 3.04 -0.86
H -3.39 -0.50 -2.59
H -2.96 -2.08 -4.48
H -0.69 -3.10 -4.76
H 1.02 -2.84 -2.87
H 0.45 -1.52 -0.94
O -1.90 -3.15 7.88
N -0.86 -2.58 7.48
O 0.15 -2.41 8.20
C -0.79 -2.13 6.13
C 0.44 -1.66 5.64
C 0.70 -1.65 4.29
C -0.32 -2.04 3.36
C -0.12 -2.03 1.93
C -1.03 -2.66 1.13
N -0.55 -3.55 0.16
O -1.31 -4.15 -0.63
O 0.71 -3.66 0.14
C -1.57 -2.48 3.89
C -1.83 -2.45 5.24
H 1.19 -1.37 6.37
H 1.67 -1.29 3.91
H 0.85 -1.77 1.54
H -2.11 -2.59 1.27
H -2.36 -2.82 3.22
H -2.80 -2.75 5.64



2.
184
Properties=species:S:1:pos:R:3 method="wB97M-V/def2-TZVPD" homo_energy_ev="-10.060 / -10.060" homo_lumo_gap_ev="7.27 / 3.47" spin_multiplicity=2 total_charge=+1
C -27.39 34.29 8.53
C -26.12 33.59 8.05
C -26.02 32.22 8.66
O -24.70 31.70 8.48
C -24.51 30.30 8.64
N -26.04 33.72 6.61
H -27.60 34.07 9.57
H -28.23 33.99 7.90
H -27.23 35.37 8.41
H -25.24 34.19 8.31
H -26.66 31.42 8.31
H -26.13 32.22 9.75
H -24.35 30.12 9.71
H -23.56 29.97 8.24
H -25.38 29.70 8.38
H -25.06 33.52 6.44
H -26.07 34.70 6.38
C -22.97 26.39 5.79
C -23.70 26.45 7.11
C -24.61 25.18 7.42
O -25.63 25.10 6.43
C -26.54 24.04 6.51
N -22.75 26.73 8.14
H -22.31 25.54 5.58
H -22.39 27.28 5.54
H -23.64 26.27 4.94
H -24.38 27.30 7.04
H -25.03 25.36 8.41
H -24.02 24.27 7.34
H -26.78 23.89 7.56
H -26.16 23.15 6.00
H -27.48 24.35 6.04
H -23.23 26.91 9.01
H -22.27 27.56 7.82
C -16.77 25.74 4.58
C -17.67 25.21 5.71
C -16.95 23.91 6.18
C -17.39 23.42 7.62
C -17.26 24.63 8.63
C -18.05 25.87 8.18
N -17.75 26.25 6.79
O -18.19 27.44 6.37
C -19.59 25.66 8.46
C -17.68 26.93 9.19
C -19.05 24.77 5.28
H -16.64 25.00 3.79
H -15.83 26.08 5.01
H -17.21 26.60 4.07
H -17.05 23.11 5.44
H -15.87 24.07 6.22
H -16.81 22.56 7.98
H -18.42 23.09 7.49
H -16.23 24.85 8.90
H -17.61 24.36 9.63
H -19.87 25.34 9.47
H -20.05 26.63 8.28
H -20.14 25.00 7.79
H -18.10 27.87 8.83
H -18.00 26.70 10.21
H -16.60 27.03 9.30
H -19.67 25.64 5.06
H -19.54 24.17 6.05
H -19.08 24.20 4.35
H -17.39 27.86 6.07
C -27.73 28.16 2.53
C -27.37 29.67 2.24
C -28.27 30.58 3.04
C -27.86 30.77 4.51
C -26.34 31.08 4.67
C -25.41 30.14 3.88
N -25.96 30.04 2.52
O -25.07 29.41 1.60
C -24.07 30.89 3.82
C -25.20 28.74 4.51
C -27.75 30.02 0.77
H -27.02 27.53 1.98
H -28.69 27.89 2.10
H -27.77 27.93 3.59
H -28.55 31.53 2.58
H -29.24 30.09 3.18
H -28.06 29.83 5.04
H -28.46 31.58 4.91
H -26.15 30.78 5.70
H -26.01 32.11 4.60
H -24.21 31.84 3.29
H -23.58 31.03 4.78
H -23.36 30.34 3.20
H -26.09 28.24 4.89
H -24.78 28.06 3.77
H -24.55 28.73 5.39
H -27.49 31.04 0.49
H -28.83 30.07 0.59
H -27.32 29.33 0.03
H -24.72 30.16 1.12
C -26.75 25.95 11.42
C -25.41 26.60 11.10
O -25.38 27.57 10.39
C -24.16 26.02 11.72
H -26.61 24.93 11.78
H -27.35 25.86 10.51
H -27.27 26.60 12.13
H -24.02 26.56 12.65
H -23.35 26.00 10.99
H -24.38 24.98 11.97
C -30.11 22.44 5.88
C -29.80 22.92 7.28
O -29.31 22.15 8.10
C -30.17 24.39 7.73
H -30.75 21.57 6.04
H -29.20 22.08 5.42
H -30.57 23.19 5.22
H -29.86 25.08 6.95
H -29.78 24.52 8.74
H -31.24 24.52 7.86
C -22.90 26.56 1.42
C -21.57 27.03 1.90
O -20.63 26.28 2.12
C -21.32 28.51 2.13
H -22.76 25.48 1.37
H -23.19 26.98 0.45
H -23.69 26.70 2.16
H -20.27 28.65 1.89
H -21.51 28.70 3.19
H -21.97 29.17 1.55
C -21.46 23.51 9.68
C -21.33 22.27 8.87
O -20.97 21.30 9.46
C -21.88 22.13 7.43
H -20.50 23.63 10.16
H -22.35 23.65 10.30
H -21.60 24.40 9.06
H -21.46 22.93 6.82
H -22.97 22.15 7.50
H -21.60 21.18 6.98
C -27.41 24.68 1.04
C -27.01 24.10 2.39
O -27.79 23.40 3.03
C -25.57 24.25 2.85
H -26.60 25.30 0.65
H -28.29 25.30 1.18
H -27.43 23.87 0.31
H -25.53 25.21 3.36
H -24.89 24.28 2.00
H -25.17 23.55 3.58
C -21.88 23.11 2.73
C -22.27 21.80 2.04
O -21.47 20.86 1.96
C -23.69 21.68 1.50
H -20.90 22.86 3.15
H -22.59 23.45 3.49
H -21.82 23.89 1.97
H -24.35 22.21 2.18
H -23.96 20.68 1.17
H -23.71 22.29 0.59
C -19.26 30.52 8.01
C -20.32 29.74 7.33
O -21.19 29.13 7.95
C -20.37 29.84 5.81
H -19.40 30.58 9.09
H -19.14 31.51 7.58
H -18.40 29.89 7.77
H -21.23 29.21 5.55
H -19.45 29.41 5.39
H -20.42 30.88 5.51
C -19.11 28.06 12.80
C -20.33 27.32 12.32
O -20.82 26.34 12.93
C -21.00 27.92 11.10
H -19.38 28.56 13.73
H -18.77 28.80 12.07
H -18.34 27.33 13.05
H -20.22 27.98 10.33
H -21.37 28.91 11.38
H -21.79 27.31 10.67
C -27.59 18.77 8.30
C -26.39 19.07 7.43
O -25.71 18.18 6.81
C -26.21 20.51 7.28
H -28.52 18.88 7.74
H -27.58 19.33 9.24
H -27.46 17.77 8.70
H -25.15 20.68 7.09
H -26.68 21.15 8.03
H -26.61 20.74 6.29



3.
9
Properties=species:S:1:pos:R:3 method="wB97M-V/def2-TZVPD" homo_energy_ev=-9.377 homo_lumo_gap_ev=8.98 total_charge=0
C 0.06 -0.82 0.41
C -0.75 0.27 -0.30
H 3.12 0.29 1.05
H -0.39 -1.77 0.49
H -2.70 0.91 -1.31
N 1.32 -0.72 0.58
O -0.34 1.37 -0.52
S 2.05 0.78 0.47
S -2.38 -0.30 -0.86



4.
51
Properties=species:S:1:pos:R:3 method="wB97M-V/def2-TZVPD" homo_energy_ev=-14.508 homo_lumo_gap_ev=6.28 total_charge=+2
Mo 0.00 -0.06 -0.79
C 0.04 3.58 -3.15
C -0.08 4.65 -2.26
C -0.05 4.39 -0.92
C 0.06 3.07 -0.44
N 0.10 2.01 -1.31
C 0.11 2.32 -2.64
N 0.20 2.95 0.91
C 0.08 1.89 1.58
N -0.27 0.60 1.11
C -0.35 -0.23 2.24
N -0.74 -1.45 2.26
C -1.31 -2.08 1.20
C -1.99 -3.26 1.53
C -2.68 -3.97 0.58
C -2.68 -3.49 -0.73
C -1.98 -2.36 -1.02
N -1.25 -1.64 -0.09
C 0.06 0.51 3.43
C 0.15 0.13 4.75
C 0.52 1.11 5.66
C 0.77 2.42 5.26
C 0.65 2.80 3.93
C 0.30 1.82 3.03
H 0.05 3.73 -4.22
H -0.17 5.67 -2.62
H -0.09 5.16 -0.17
H 0.18 1.50 -3.33
H -1.96 -3.56 2.57
H -3.22 -4.86 0.85
H -3.23 -3.98 -1.51
H -2.01 -1.98 -2.02
H -0.05 -0.89 5.06
H 0.61 0.85 6.71
H 1.05 3.16 6.00
H 0.83 3.82 3.61
C 1.22 -3.35 -1.82
C 1.20 -1.87 -1.79
N 1.68 -1.15 -0.79
O 2.33 -1.82 0.19
C 0.69 -0.93 -2.83
C 1.51 -0.61 -4.04
N -0.60 -0.53 -2.66
O -1.38 -0.12 -3.50
H 0.92 -3.76 -0.86
H 2.25 -3.68 -1.99
H 0.60 -3.73 -2.63
H 2.75 -1.15 0.76
H 2.50 -0.24 -3.75
H 1.01 0.11 -4.67
H 1.66 -1.52 -4.63



5.
32
Properties=species:S:1:pos:R:3 method="wB97M-V/def2-TZVPD" homo_energy_ev="-11.881 / -11.881" homo_lumo_gap_ev="9.26 / 3.63" spin_multiplicity=2 total_charge=+1
C 0.67 2.59 -3.26
O 1.48 1.59 -3.46
N 0.84 3.81 -3.66
N -0.49 2.46 -2.79
H 1.70 3.95 -4.16
H 0.05 4.43 -3.79
H -0.76 1.67 -2.22
H -1.00 3.33 -2.73
C 3.83 -0.23 -0.97
O 4.81 -0.72 -0.50
N 2.71 -0.60 -0.53
N 3.60 0.84 -1.77
H 2.69 -1.39 0.08
H 1.82 -0.13 -0.58
H 2.70 0.82 -2.23
H 4.34 1.15 -2.37
C -0.46 0.59 0.44
O 0.29 0.76 -0.50
N -0.39 1.22 1.56
N -1.45 -0.22 0.30
H -1.12 1.06 2.25
H 0.49 1.63 1.82
H -2.09 -0.08 1.06
H -1.40 -0.88 -0.47
C -2.94 -3.03 3.85
O -3.23 -2.12 4.54
N -2.26 -3.00 2.73
N -3.24 -4.23 4.22
H -2.38 -2.12 2.26
H -2.39 -3.79 2.12
H -2.53 -4.82 3.81
H -3.89 -4.54 4.93



6.
12
Properties=species:S:1:pos:R:3 method="wB97M-V/def2-TZVPD" homo_energy_ev=-4.286 homo_lumo_gap_ev=8.51 total_charge=-1
C -2.10 0.30 0.82
N -1.22 -0.60 0.13
C -0.16 0.05 -0.62
O 0.94 -0.55 -0.53
O -0.46 1.08 -1.24
H -1.59 1.00 1.48
H -2.62 0.96 0.13
H -2.84 -0.27 1.38
H -0.76 -1.30 0.68
H 2.92 -0.62 -0.80
H 4.06 0.37 -0.96
O 3.82 -0.43 -0.48



7.
20
Properties=species:S:1:pos:R:3 method="wB97M-V/def2-TZVPD" homo_energy_ev="-10.283 / -9.721" homo_lumo_gap_ev="4.14 / 3.30" total_charge=+1
C -1.91 -0.82 -1.37
C -0.29 0.32 1.76
C -0.67 -0.98 -0.70
C 0.46 0.76 0.53
C 2.64 -0.50 0.98
N -2.56 0.32 -1.68
N 0.15 0.21 -0.66
O 1.07 1.95 0.45
S -0.74 -1.41 1.38
Cl 3.17 -0.22 -0.61
H -2.51 -1.69 -1.56
H 0.46 0.28 2.53
H -1.12 0.98 2.04
H -0.10 -1.88 -0.93
H 2.14 -1.48 1.12
H 3.29 -0.01 1.81
H -3.57 0.36 -1.65
H 0.66 0.39 -1.48
H -2.12 1.28 -1.57
H 1.53 2.15 -0.39



8.
54
Properties=species:S:1:pos:R:3 method="wB97M-V/def2-TZVPD" homo_energy_ev="-11.689 / -11.692" homo_lumo_gap_ev="8.39 / 4.20" spin_multiplicity=5 total_charge=+1
Rh 7.71 13.96 4.76
O 8.01 17.78 6.49
Cl 8.45 16.45 6.08
O 9.93 16.28 6.50
O 7.63 15.31 6.70
O 8.33 16.22 4.51
C 4.85 11.69 5.16
As 6.34 12.56 6.10
C 5.28 13.74 7.27
C 6.92 11.29 7.53
C 7.84 10.07 7.29
C 7.58 9.09 8.49
C 9.33 10.43 7.38
As 10.27 11.16 5.83
C 11.98 11.60 6.62
C 10.71 9.79 4.50
C 7.58 9.34 5.95
As 5.82 8.40 5.81
C 5.95 8.03 3.85
C 6.29 6.55 6.42
H 5.28 11.10 4.35
H 4.25 12.52 4.76
H 4.27 11.09 5.87
H 4.53 13.14 7.81
H 4.80 14.49 6.62
H 5.97 14.25 7.94
H 5.96 10.97 7.98
H 7.39 12.01 8.23
H 7.92 9.58 9.42
H 8.17 8.16 8.39
H 6.51 8.81 8.62
H 9.94 9.54 7.64
H 9.54 11.22 8.12
H 12.51 10.74 7.05
H 11.73 12.38 7.35
H 12.53 12.10 5.81
H 11.05 8.85 4.96
H 11.51 10.23 3.88
H 9.80 9.69 3.90
H 8.31 8.53 5.74
H 7.56 10.02 5.06
H 5.91 9.02 3.35
H 5.03 7.46 3.62
H 6.87 7.48 3.60
H 6.20 6.56 7.52
H 7.31 6.27 6.11
H 5.54 5.87 5.99
F 9.75 13.44 7.12
Te 10.31 14.30 5.17
F 11.86 14.47 6.26
F 9.16 14.08 3.18
F 11.52 13.11 4.21
F 11.18 15.65 4.12
O 9.10 12.18 4.85



9.
16
Properties=species:S:1:pos:R:3 method="wB97M-V/def2-TZVPD" homo_energy_ev=-8.565 homo_lumo_gap_ev=9.58 total_charge=0
C -1.28 -1.17 -0.19
C -0.44 0.10 -0.24
C -1.20 1.38 -0.07
C 0.86 0.12 0.50
C 1.46 -0.10 -0.68
O 0.36 -0.03 -1.50
H -2.00 -1.14 -1.02
H -1.83 -1.25 0.75
H -0.65 -2.05 -0.31
H -1.98 1.50 -0.82
H -0.51 2.23 -0.10
H -1.66 1.35 0.93
H 2.30 -0.76 1.31
H 1.12 0.71 1.36
H 2.43 -0.39 -1.08
H 3.02 -0.49 1.17



10.
50
Properties=species:S:1:pos:R:3 method="wB97M-V/def2-TZVPD" homo_energy_ev="-7.121 / -7.113" homo_lumo_gap_ev="6.76 / 6.36" spin_multiplicity=2 total_charge=0
Cu -0.07 -0.85 1.38
N -0.33 2.33 4.34
C -0.67 1.41 3.38
S -1.01 -0.21 3.87
N -0.70 1.90 2.16
N -1.01 0.93 1.24
C -1.73 1.22 0.23
C -2.25 0.22 -0.69
C -3.00 0.67 -1.78
C -3.69 -0.19 -2.61
C -3.67 -1.56 -2.32
C -2.94 -2.03 -1.25
C -2.17 -1.18 -0.43
O -1.44 -1.72 0.51
H -0.55 2.06 5.29
H -0.42 3.30 4.10
H -2.06 2.25 0.10
H -3.05 1.74 -1.96
H -4.26 0.19 -3.45
H -4.23 -2.25 -2.94
H -2.93 -3.09 -1.01
C -0.94 -3.06 -3.40
C -1.08 -1.79 -3.94
C -0.40 -0.74 -3.36
C 0.41 -0.99 -2.25
N 0.54 -2.21 -1.73
C -0.12 -3.21 -2.29
C 1.18 0.11 -1.60
C 1.72 1.16 -2.34
C 2.49 2.10 -1.68
C 2.72 1.98 -0.32
C 2.12 0.93 0.35
N 1.36 0.04 -0.28
C 2.34 0.65 1.80
C 3.16 1.43 2.60
C 3.45 1.00 3.88
C 2.92 -0.20 4.33
C 2.05 -0.87 3.51
N 1.75 -0.46 2.27
H -1.46 -3.91 -3.82
H -1.73 -1.62 -4.79
H -0.53 0.28 -3.73
H 0.00 -4.19 -1.83
H 1.57 1.21 -3.41
H 2.93 2.92 -2.24
H 3.35 2.69 0.19
H 3.57 2.36 2.22
H 4.09 1.60 4.52
H 3.15 -0.58 5.32
H 1.57 -1.78 3.84